Entry from the Open Molecules 2025 dataset: a cluster of 9 separate species, C31H67N5O13 in total in a non-equilibrium geometry (the ωB97M-V functional and the def2-TZVPD basis).

CARTESIAN COORDINATES (ANGSTROEM)
C 4.82927 4.40962 7.82133
C 4.66310 4.60605 6.28960
O 5.18928 5.84969 5.86134
C 4.46125 6.65488 5.01598
C 5.14997 7.93461 4.56797
O 3.39858 6.33420 4.46770
H 4.12875 3.61372 8.07416
H 4.47467 5.33689 8.27137
H 5.85219 4.16647 8.10871
H 5.07967 3.76147 5.74073
H 3.58897 4.60009 6.10437
H 5.31350 8.64976 5.37415
H 4.75021 8.32884 3.63368
H 6.16019 7.63215 4.29212
C -7.56997 0.86676 -4.16045
C -6.51886 1.85803 -4.28097
O -7.02647 3.04408 -4.81170
C -6.27269 4.14398 -4.73076
C -6.71456 5.29370 -5.61299
O -5.22638 4.29791 -4.04776
H -7.11976 -0.12335 -4.08905
H -8.20861 0.86914 -5.04375
H -8.12678 1.02464 -3.23680
H -6.01078 2.09291 -3.34566
H -5.74109 1.43735 -4.91829
H -6.53587 6.12569 -4.93183
H -7.79046 5.38512 -5.76195
H -6.13171 5.29393 -6.53407
C 5.88770 -8.82185 1.32338
C 6.02362 -8.31296 2.74379
O 5.52323 -6.95586 2.83383
C 6.28726 -5.88251 2.63053
C 5.52134 -4.59792 2.57613
O 7.45135 -5.85223 2.36740
H 6.23321 -9.82457 1.07182
H 6.42922 -8.22366 0.59055
H 4.83810 -8.70882 1.05196
H 5.37412 -8.93337 3.36132
H 7.03106 -8.40713 3.14914
H 5.93247 -3.97422 1.78235
H 5.61396 -4.01882 3.49491
H 4.49802 -4.80083 2.26029
C -4.16617 -5.11319 -0.17906
C -5.28301 -5.95530 -0.84812
O -4.73017 -6.85825 -1.74903
C -5.50128 -7.78616 -2.26178
C -4.75090 -8.83324 -3.04901
O -6.71550 -7.88491 -2.05318
H -3.82312 -4.39912 -0.92774
H -3.32076 -5.67051 0.22440
H -4.46368 -4.49892 0.67080
H -5.75959 -6.48595 -0.02387
H -5.97934 -5.27123 -1.33318
H -4.33945 -9.51697 -2.30650
H -3.92550 -8.38710 -3.60379
H -5.43290 -9.34517 -3.72791
C -2.02001 8.55586 1.06955
N -2.47607 9.66269 1.92061
C -3.03037 10.87688 1.31152
C -2.15446 9.66331 3.27846
O -2.32075 10.64637 3.99689
H -1.22629 8.87619 0.39464
H -2.76142 8.05152 0.44984
H -1.62977 7.73647 1.67321
H -3.65704 10.62635 0.45559
H -3.62871 11.54359 1.93247
H -2.22217 11.54287 1.00920
H -1.76710 8.66300 3.52653
C -0.81122 -5.14915 -8.52011
N -0.93876 -4.00521 -7.62868
C 0.09070 -2.98179 -7.74842
C -1.92647 -4.03166 -6.69979
O -2.17009 -3.06002 -5.98438
H -1.48194 -5.98261 -8.31134
H 0.16900 -5.59556 -8.68734
H -1.12043 -4.72723 -9.47639
H -0.18470 -1.97388 -7.43799
H 0.95282 -3.16801 -7.10797
H 0.49372 -2.89580 -8.75753
H -2.51649 -4.95642 -6.60541
C 5.17778 1.64585 -1.96993
N 4.97684 1.85388 -3.39693
C 4.77450 3.19586 -3.89072
C 5.10856 0.77425 -4.28295
O 4.94043 0.83686 -5.54291
H 4.93494 0.62245 -1.68393
H 4.46443 2.27982 -1.44333
H 6.17548 1.93359 -1.63842
H 3.95583 3.28443 -4.60489
H 4.41308 3.77700 -3.04234
H 5.64201 3.67196 -4.34772
H 5.20970 -0.18063 -3.74426
C -1.16715 2.04574 -0.87761
N -0.35352 1.11455 -0.10978
C 0.09612 1.54280 1.22082
C 0.06567 -0.09243 -0.62909
O 0.83897 -0.88861 0.00072
H -1.64127 1.53097 -1.71326
H -0.51732 2.81964 -1.28614
H -1.87159 2.53769 -0.20690
H -0.76205 1.70769 1.87234
H 0.76211 0.77528 1.61511
H 0.71585 2.43881 1.18605
H -0.47421 -0.36682 -1.54857
C 0.98306 -3.41662 6.65272
N -0.33826 -2.98605 7.17362
C -1.37101 -3.05781 6.20920
C -0.60448 -2.61639 8.47915
O 0.23366 -2.71793 9.43694
H 1.73573 -3.45696 7.44010
H 1.24019 -2.72911 5.84692
H 0.98689 -4.40022 6.18302
H -1.02195 -2.61918 5.27440
H -1.52372 -4.12159 6.02715
H -2.32707 -2.61218 6.48384
H -1.61910 -2.21197 8.61778

Calculated values
SMILES = CCOC(C)=O.CCOC(C)=O.CCOC(C)=O.CCOC(C)=O.CN(C)C=O.CN(C)C=O.CN(C)C=O.CN(C)C=O.CN(C)C=O
Net charge = 0
LUMO level = 0.13 eV
Frontier orbital gap = 9.4 eV
Spin multiplicity = 1

=====

Entry from the Open Molecules 2025 dataset: a structure of composition C17H25BrFN5O2Ti (the ωB97M-V functional and the def2-TZVPD basis).

CARTESIAN COORDINATES (ANGSTROEM)
Ti 0.16258 -0.03720 0.01864
N -0.71087 -0.77155 2.11909
C 0.17068 -1.70524 2.83391
C 1.58531 -1.17985 2.68839
N 1.89438 -1.08187 1.25101
C 2.40567 -2.35067 0.66917
C 1.65968 -2.74571 -0.60786
N 1.19151 -1.54853 -1.30190
H -1.62019 -1.18063 1.92641
H -0.87359 0.05004 2.69399
H -0.09601 -1.82020 3.88607
H 0.08725 -2.68849 2.36508
H 1.64541 -0.17661 3.11721
H 2.30315 -1.81049 3.21825
H 2.61712 -0.37992 1.13618
H 3.47413 -2.25050 0.47282
H 2.29760 -3.14972 1.40317
H 2.31267 -3.36426 -1.22789
H 0.78422 -3.34858 -0.36022
H 1.93544 -1.00307 -1.75434
H 0.52137 -1.78581 -2.02701
N 3.05531 0.90938 -2.46446
C 2.07344 1.87037 -2.99377
C 0.95161 2.13792 -1.99135
O 0.59685 3.25827 -1.70064
O 0.39921 1.04385 -1.52659
H 3.69019 1.39554 -1.83913
H 3.63050 0.56903 -3.22685
H 1.60465 1.43840 -3.87941
H 2.51123 2.82875 -3.27546
Br 2.28551 2.32771 1.14462
C 0.45907 2.84445 1.22293
C 0.14448 4.14890 1.53553
C -1.19569 4.49450 1.54956
C -2.14599 3.52598 1.25547
C -1.72549 2.24919 0.95720
N -0.42617 1.89609 0.94259
H 0.92285 4.86786 1.74103
H -1.49225 5.50850 1.77932
H -3.20030 3.76123 1.24645
H -2.42290 1.46374 0.69207
F -5.08090 -2.71665 -2.12460
C -3.96838 -2.13660 -1.64271
C -3.16116 -2.84996 -0.78005
C -2.02039 -2.22865 -0.28275
C -1.65790 -0.92018 -0.62737
C -2.50733 -0.25754 -1.52372
C -3.66128 -0.84583 -2.02635
H -3.42742 -3.86335 -0.50964
H -1.39868 -2.81643 0.39259
H -2.26451 0.74757 -1.85303
H -4.31565 -0.32319 -2.71166

Calculated values
Net charge = +1
ΔE to the lowest compared entry with this formula, charge and spin = 0.128 eV
LUMO level (alpha / beta) = -2.82 / -2.79 eV
Expectation value of S² = 0.75
Frontier orbital gap (alpha / beta) = 7.6 / 8.5 eV
Spin multiplicity = 2

=====

Entry from the Open Molecules 2025 dataset: a cluster of 2 separate species, C11H27N2O2 in total (the ωB97M-V functional and the def2-TZVPD basis).

CARTESIAN COORDINATES (ANGSTROEM)
N 4.39017 0.89711 -0.24900
C 3.94461 2.28807 -0.03374
C 3.08706 2.78625 -1.17649
N 1.59950 2.65000 -0.99026
C 1.12419 1.24993 -0.78573
C -0.38059 1.13187 -0.53144
C -0.95560 2.21358 0.39816
C -0.43386 3.57060 -0.04376
C 1.07868 3.53468 0.10532
H 3.65222 0.31498 -0.62390
H 4.68138 0.50000 0.63729
H 3.47385 2.42838 0.93791
H 4.83764 2.90046 -0.05160
H 3.39987 2.29348 -2.09040
H 3.26490 3.84584 -1.30637
H 1.18001 2.97289 -1.86364
H 1.35283 0.70147 -1.69165
H 1.67298 0.79518 0.02876
H -0.53095 0.17587 -0.04592
H -0.94625 1.16322 -1.45309
H -2.03516 2.20908 0.34374
H -0.64130 2.02145 1.41690
H -0.87368 4.39552 0.50076
H -0.67002 3.69028 -1.09970
H 1.55706 4.50331 0.07549
H 1.30119 3.01059 1.02281
C -1.43408 -2.35826 1.70274
O -1.60267 -2.39545 0.29451
C -1.20633 -3.63962 -0.27671
C -2.39402 -4.52714 -0.57452
O -3.04950 -4.93484 0.61337
C -4.24816 -4.22442 0.87546
H -1.93596 -1.46466 2.07360
H -1.87269 -3.23333 2.18466
H -0.36939 -2.29863 1.95874
H -0.50698 -4.15755 0.38529
H -0.68537 -3.41866 -1.21399
H -2.03645 -5.42983 -1.07901
H -3.09075 -4.01674 -1.24605
H -5.03352 -4.52206 0.17370
H -4.09866 -3.14349 0.81331
H -4.56620 -4.47940 1.88445

Calculated values
Net charge = +1
ΔE to the lowest compared entry with this formula, charge and spin = 0.280 eV
LUMO level = -2.77 eV
Frontier orbital gap = 8.6 eV
Spin multiplicity = 1

=====

Entry from the Open Molecules 2025 dataset: a structure of composition C16H10BrF5Re in a non-equilibrium geometry (the ωB97M-V functional and the def2-TZVPD basis).

CARTESIAN COORDINATES (ANGSTROEM)
C 1.16602 2.07359 -0.80434
C 1.62602 1.20490 0.22691
C 1.63397 -0.15213 -0.27568
H 2.01588 1.57928 1.17654
C 1.25791 -0.10828 -1.66564
C 0.99146 1.23964 -2.02879
H 0.77129 1.52435 -3.04315
H 1.15886 3.17454 -0.72702
H 2.28272 -0.91687 0.12813
H 1.29866 -0.91631 -2.40688
Re -0.72846 1.07682 -0.77904
Br -1.78233 -0.66624 0.82496
C -2.79986 1.27578 -1.16616
C -2.10181 1.56813 -2.38445
C -1.22586 2.66290 -2.16198
H -2.23389 1.05606 -3.34717
C -1.32315 3.06984 -0.79033
C -2.32546 2.22955 -0.14980
H -2.59785 2.30411 0.87566
H -3.63012 0.61562 -1.05455
H -0.63935 3.16382 -2.94583
H -0.83400 3.91794 -0.30642
F 0.41286 -3.03723 -0.78019
C 0.53799 -2.81570 0.55608
C 0.56927 -1.53738 1.06803
C 0.68007 -1.32753 2.42956
F 0.68644 -0.07334 2.95789
C 0.86520 -2.41813 3.27731
F 1.00541 -2.22505 4.61235
C 0.86295 -3.71123 2.77442
F 0.98087 -4.77282 3.60171
C 0.68839 -3.90271 1.40520
F 0.72990 -5.15591 0.90264

Calculated values
Net charge = 0
LUMO level (alpha / beta) = 0.30 / -1.75 eV
Expectation value of S² = 3.77
Frontier orbital gap (alpha / beta) = 6.3 / 6.0 eV
Spin multiplicity = 4

=====

Entry from the Open Molecules 2025 dataset: a structure of composition C22H28ClN5O2Y in a non-equilibrium geometry (the ωB97M-V functional and the def2-TZVPD basis).

CARTESIAN COORDINATES (ANGSTROEM)
Y -0.62340 -0.02303 0.56255
Cl 1.56507 -0.10324 -0.57677
N -0.08635 2.36103 0.33422
N -0.27902 -2.40069 0.62304
C -0.96901 3.05508 -0.35389
C -0.93658 -3.05897 -0.31193
C 1.04620 3.28797 0.66608
C 0.35352 4.63774 0.53686
C 2.15497 3.23948 -0.37446
C 1.62958 3.00902 2.04404
H 1.80996 3.68774 -1.31714
H 2.47246 2.21053 -0.56878
H 3.00429 3.83446 -0.00473
H 0.85512 2.92393 2.81087
H 2.29423 3.84511 2.30540
H 2.22996 2.08970 2.06039
C 0.73320 -3.31853 1.23630
C 0.41176 -4.64508 0.55435
C 0.54346 -3.35764 2.74294
C 2.17348 -2.96482 0.90655
H 2.33184 -2.96693 -0.17797
H 2.81497 -3.74116 1.35405
H 2.48040 -1.98920 1.29591
H -0.45677 -3.73396 2.98065
H 0.66644 -2.37044 3.21273
H 1.29231 -4.03343 3.17706
O -0.57925 -4.31591 -0.47906
H -0.05445 -5.36910 1.23600
H 1.26596 -5.10409 0.03955
O -0.78578 4.35927 -0.36212
H 0.94605 5.43340 0.06681
H -0.06245 4.97767 1.49595
C -2.11525 2.44645 -1.11071
C -2.02103 -2.47262 -1.18005
C -1.64225 -1.21472 -1.94394
H -2.87855 -2.26772 -0.50432
H -2.32237 -3.25898 -1.88506
C -1.91463 0.00075 -1.36637
C -1.71440 1.23172 -1.92901
H 0.35138 -0.32947 2.95912
C -1.15313 1.26176 -3.22721
C -0.85023 0.04634 -3.85589
C -0.83335 2.58458 -3.84170
C -1.08442 -1.19260 -3.24759
H -0.37701 0.06974 -4.85107
C -0.70902 -2.48618 -3.90094
H -0.35519 -2.28164 -4.91847
H -1.53391 -3.20930 -3.95022
H 0.09344 -2.96053 -3.32285
H -1.64715 3.31241 -3.73800
H -0.60897 2.43905 -4.90488
H 0.04533 3.01304 -3.34055
H -2.54590 3.22764 -1.74850
H -2.86944 2.15737 -0.35032
N 0.07081 0.57161 3.46739
C -0.27694 0.40359 4.63304
N -0.65478 0.61056 5.80732
C -0.42348 -0.21775 6.81164
N -0.27176 -0.94100 7.72368

Calculated values
Net charge = -1
LUMO level (alpha / beta) = 2.50 / 2.49 eV
Frontier orbital gap (alpha / beta) = 3.0 / 3.0 eV
Spin multiplicity = 1

=====

Entry from the Open Molecules 2025 dataset: a structure of composition C30H26I2N5OTi in a non-equilibrium geometry (the ωB97M-V functional and the def2-TZVPD basis).

CARTESIAN COORDINATES (ANGSTROEM)
Ti -0.36251 0.25642 0.30533
C 0.69528 1.44217 3.61966
C 0.45030 -0.02565 3.47274
C 0.94306 -0.92868 4.42143
C 0.63771 -2.26565 4.31447
C -0.22800 -2.69399 3.30414
C -0.69856 -1.75189 2.42373
N -0.31405 -0.45117 2.46641
C -1.82198 -1.99887 1.45610
C -2.72434 -3.04584 1.49161
C -3.84218 -2.95994 0.66229
C -4.07159 -1.83433 -0.11643
C -3.11764 -0.82371 -0.10659
N -2.02181 -0.97050 0.63300
C -3.24542 0.53828 -0.69871
C -4.25644 0.90384 -1.55220
C -4.35747 2.25178 -1.90133
C -3.46475 3.15143 -1.36711
C -2.44499 2.70458 -0.51792
C -1.49142 3.67953 0.09252
N -2.33749 1.41489 -0.20751
H 0.16359 1.81009 4.49921
H 1.75371 1.65551 3.76441
H 0.33032 2.00789 2.76234
H 1.55140 -0.55880 5.23588
H 1.02511 -2.97803 5.03075
H -0.53638 -3.72787 3.23839
H -2.59973 -3.88092 2.16559
H -4.57350 -3.75752 0.67416
H -4.98336 -1.73107 -0.68660
H -4.95656 0.17537 -1.93547
H -5.13991 2.58179 -2.57126
H -3.53303 4.20618 -1.59541
H -1.95779 4.15383 0.95899
H -0.56114 3.20931 0.40932
H -1.22554 4.45804 -0.62029
I 4.14787 0.31099 -5.84870
C 2.83715 0.64278 -4.28775
C 2.85471 1.85293 -3.60704
C 1.97974 2.08030 -2.54685
I 2.11267 3.87585 -1.52310
C 1.07655 1.09292 -2.18408
O 0.22031 1.24999 -1.15312
C 1.06318 -0.13022 -2.85463
C 0.07022 -1.17566 -2.45089
N 0.16246 -1.54862 -0.99800
C 1.46058 -2.17143 -0.65322
C 2.40496 -1.15970 -0.06910
C 3.77876 -1.33782 -0.12566
C 4.60389 -0.35166 0.37908
C 4.03048 0.79989 0.90447
C 2.65772 0.89416 0.92986
N 1.84448 -0.07875 0.48287
C 1.94262 -0.35059 -3.90677
H 3.55735 2.62490 -3.88961
H 0.22164 -2.07547 -3.05071
H -0.95602 -0.83394 -2.61251
H -0.54706 -2.25787 -0.85247
H 1.91193 -2.62809 -1.53663
H 1.27848 -2.97360 0.06608
H 4.18733 -2.22656 -0.58782
H 5.67936 -0.46022 0.33350
H 4.63271 1.62124 1.26511
H 2.17916 1.79693 1.28137
H 1.92387 -1.29917 -4.42928

Calculated values
Net charge = +2
ΔE to the lowest compared entry with this formula, charge and spin = 0.000 eV
LUMO level (alpha / beta) = -6.54 / -6.55 eV
Expectation value of S² = 0.75
Frontier orbital gap (alpha / beta) = 6.2 / 6.2 eV
Spin multiplicity = 2

=====

> Number 6 is which compound?

C30H26I2N5OTi